Run one
DFT (ωB97M-V with the def2-TZVPD basis set) results for a cluster of 2 separate species, C5H14 in total.

Properties
E_LUMO (Eh): 0.0431
Gap between HOMO and LUMO (eV): 12.44
SMILES string: CCC.CC
E_HOMO (eV): -11.3

The geometry in ORCA input format:
```
! RIJCOSX wB97M-V def2-TZVPD def2/J DEFGRID3
* xyz 0 1
C 1.03 -1.84 1.51
C 1.36 -0.65 0.60
C 0.91 0.68 1.15
H 1.20 -2.77 0.97
H -0.05 -1.83 1.64
H 1.55 -1.87 2.46
H 2.44 -0.65 0.39
H 1.00 -0.89 -0.37
H -0.14 0.74 1.38
H 1.40 0.85 2.11
H 1.25 1.52 0.56
C -1.42 0.17 -2.00
C -1.58 1.45 -1.18
H -0.95 -0.55 -1.34
H -2.41 -0.21 -2.24
H -0.92 0.39 -2.94
H -1.72 1.33 -0.10
H -2.31 2.18 -1.51
H -0.63 1.99 -1.11
*
```

natural (NBO) population analysis, charges in e, atoms 1 to 6:
1 C -0.60
2 C -0.40
3 C -0.61
4 H 0.21
5 H 0.20
6 H 0.20

Run two
DFT (ωB97M-V with the def2-TZVPD basis set) results for a cluster of 2 separate species, C5H14 in total.

Properties
E_LUMO (Eh): 0.0415
Gap between HOMO and LUMO (eV): 12.25
SMILES string: CCC.CC
E_HOMO (eV): -11.1

The geometry in ORCA input format:
```
! RIJCOSX wB97M-V def2-TZVPD def2/J DEFGRID3
* xyz 0 1
C -0.55 0.07 0.94
C -0.35 -1.39 1.40
C -1.42 -2.44 1.28
H -0.33 0.14 -0.15
H 0.13 0.68 1.54
H -1.52 0.47 1.19
H 0.56 -1.72 0.85
H -0.01 -1.41 2.45
H -2.43 -2.16 1.58
H -1.44 -2.82 0.24
H -1.28 -3.24 2.04
C 0.90 2.47 -1.47
C 1.18 1.03 -1.83
H 0.82 3.14 -2.31
H 0.05 2.50 -0.75
H 1.75 2.88 -0.90
H 0.72 0.71 -2.76
H 0.97 0.23 -1.15
H 2.24 0.87 -2.17
*
```

natural (NBO) population analysis, charges in e, atoms 1 to 6:
1 C -0.61
2 C -0.40
3 C -0.62
4 H 0.20
5 H 0.21
6 H 0.20

Stability, lowest: run two

Run one
DFT (ωB97M-V with the def2-TZVPD basis set) results for a cluster of 2 separate species, C5H14 in total.

Properties
E_LUMO (Eh): 0.0418
Gap between HOMO and LUMO (eV): 12.23
SMILES string: CCC.CC
E_HOMO (eV): -11.1

The geometry in ORCA input format:
```
! RIJCOSX wB97M-V def2-TZVPD def2/J DEFGRID3
* xyz 0 1
C -1.78 -1.47 -0.69
C -0.81 -0.36 -0.94
C 0.28 -0.70 -1.94
H -2.60 -1.12 -0.04
H -1.47 -2.35 -0.10
H -2.27 -1.91 -1.56
H -1.34 0.47 -1.44
H -0.43 0.09 -0.03
H 0.76 0.22 -2.27
H 1.14 -1.27 -1.56
H -0.04 -1.20 -2.86
C 0.71 0.64 2.01
C 1.50 1.80 1.40
H -0.35 0.71 1.73
H 0.96 -0.36 1.67
H 0.64 0.66 3.09
H 1.66 2.65 2.05
H 1.00 2.11 0.48
H 2.43 1.38 1.00
*
```

natural (NBO) population analysis, charges in e, atoms 1 to 6:
1 C -0.61
2 C -0.41
3 C -0.61
4 H 0.21
5 H 0.20
6 H 0.21

Run two
DFT (ωB97M-V with the def2-TZVPD basis set) results for a cluster of 2 separate species, C5H14 in total.

Properties
E_LUMO (Eh): 0.0412
Gap between HOMO and LUMO (eV): 11.63
SMILES string: CCC.CC
E_HOMO (eV): -10.5

The geometry in ORCA input format:
```
! RIJCOSX wB97M-V def2-TZVPD def2/J DEFGRID3
* xyz 0 1
C 1.02 -0.76 1.41
C 1.44 0.75 1.78
C 0.63 1.69 0.76
H 1.32 -1.04 0.41
H -0.07 -1.08 1.44
H 1.77 -1.25 2.21
H 1.16 1.03 2.77
H 2.54 0.68 1.56
H -0.42 1.62 0.97
H 0.95 2.64 0.99
H 1.22 1.39 -0.17
C -1.89 -1.25 -1.46
C -1.09 -0.34 -2.28
H -1.81 -0.93 -0.43
H -3.02 -1.19 -1.86
H -1.59 -2.23 -1.60
H -1.76 0.60 -2.33
H -0.83 -0.69 -3.32
H -0.05 -0.08 -1.94
*
```

natural (NBO) population analysis, charges in e, atoms 1 to 6:
1 C -0.62
2 C -0.38
3 C -0.62
4 H 0.20
5 H 0.21
6 H 0.20

Stability, lowest: run two

Run one
DFT (ωB97M-V with the def2-TZVPD basis set) results for a cluster of 2 separate species, C5H14 in total.

Properties
E_LUMO (Eh): 0.0427
Gap between HOMO and LUMO (eV): 12.39
SMILES string: CCC.CC
E_HOMO (eV): -11.2

The geometry in ORCA input format:
```
! RIJCOSX wB97M-V def2-TZVPD def2/J DEFGRID3
* xyz 0 1
C 0.11 1.12 1.18
C 0.85 1.23 -0.16
C 2.36 1.29 0.13
H -0.16 0.09 1.26
H 0.84 1.27 1.97
H -0.74 1.79 1.24
H 0.75 0.36 -0.79
H 0.70 2.15 -0.73
H 3.00 1.22 -0.75
H 2.63 2.20 0.65
H 2.67 0.43 0.74
C -1.76 -1.34 -1.24
C -1.48 -2.00 0.11
H -1.87 -0.25 -1.21
H -1.08 -1.64 -2.04
H -2.77 -1.62 -1.58
H -1.24 -3.05 0.04
H -2.28 -1.74 0.78
H -0.55 -1.51 0.41
*
```

natural (NBO) population analysis, charges in e, atoms 1 to 6:
1 C -0.62
2 C -0.40
3 C -0.60
4 H 0.21
5 H 0.20
6 H 0.21

Run two
DFT (ωB97M-V with the def2-TZVPD basis set) results for a cluster of 2 separate species, C5H14 in total.

Properties
E_LUMO (Eh): 0.0412
Gap between HOMO and LUMO (eV): 11.89
SMILES string: CCC.CC
E_HOMO (eV): -10.8

The geometry in ORCA input format:
```
! RIJCOSX wB97M-V def2-TZVPD def2/J DEFGRID3
* xyz 0 1
C 0.31 -1.24 -1.91
C 0.00 0.03 -1.07
C -0.32 1.25 -1.89
H 1.31 -1.62 -2.14
H -0.19 -1.13 -2.87
H -0.04 -2.05 -1.26
H -0.76 -0.23 -0.32
H 0.77 0.28 -0.37
H -0.30 2.21 -1.36
H 0.50 1.36 -2.61
H -1.25 1.20 -2.45
C -0.76 -0.08 2.51
C 0.72 0.07 2.20
H -1.12 0.83 2.99
H -1.31 -0.47 1.66
H -1.02 -0.78 3.33
H 1.24 0.89 2.72
H 0.93 0.07 1.13
H 1.43 -0.66 2.64
*
```

natural (NBO) population analysis, charges in e, atoms 1 to 6:
1 C -0.63
2 C -0.39
3 C -0.61
4 H 0.21
5 H 0.21
6 H 0.21

Run three
DFT (ωB97M-V with the def2-TZVPD basis set) results for a cluster of 2 separate species, C5H14 in total.

Properties
E_LUMO (Eh): 0.0421
Gap between HOMO and LUMO (eV): 12.32
SMILES string: CCC.CC
E_HOMO (eV): -11.2

The geometry in ORCA input format:
```
! RIJCOSX wB97M-V def2-TZVPD def2/J DEFGRID3
* xyz 0 1
C -2.22 0.85 1.39
C -0.85 1.52 1.54
C 0.35 0.58 1.63
H -2.90 1.30 2.10
H -2.68 0.89 0.41
H -2.13 -0.21 1.63
H -0.59 2.24 0.76
H -0.85 2.18 2.41
H 1.15 1.09 2.18
H 0.19 -0.30 2.26
H 0.76 0.23 0.70
C 0.66 -1.05 -1.68
C 1.75 -1.58 -2.59
H -0.26 -1.57 -1.92
H 0.88 -1.12 -0.61
H 0.54 0.02 -1.81
H 2.70 -1.04 -2.46
H 1.44 -1.44 -3.62
H 2.07 -2.59 -2.32
*
```

natural (NBO) population analysis, charges in e, atoms 1 to 6:
1 C -0.61
2 C -0.41
3 C -0.61
4 H 0.21
5 H 0.21
6 H 0.20

Stability, lowest: run two

Run one
DFT (ωB97M-V with the def2-TZVPD basis set) results for a cluster of 2 separate species, C5H14 in total.

Properties
E_LUMO (Eh): 0.0390
Gap between HOMO and LUMO (eV): 11.83
SMILES string: CCC.CC
E_HOMO (eV): -10.8

The geometry in ORCA input format:
```
! RIJCOSX wB97M-V def2-TZVPD def2/J DEFGRID3
* xyz 0 1
C 2.61 0.00 1.04
C 1.08 0.21 1.04
C 0.91 1.76 1.19
H 2.78 -0.76 0.12
H 3.23 0.91 0.81
H 3.00 -0.50 1.90
H 0.58 -0.30 1.82
H 0.49 -0.25 0.27
H 0.36 2.03 0.39
H 1.87 2.31 1.32
H 0.22 2.11 2.05
C -1.40 -0.73 -1.38
C -2.87 -1.19 -1.52
H -0.74 -1.45 -0.96
H -1.11 -0.46 -2.45
H -1.37 0.11 -0.78
H -2.93 -1.76 -2.39
H -3.55 -0.49 -1.91
H -3.15 -1.54 -0.55
*
```

natural (NBO) population analysis, charges in e, atoms 1 to 6:
1 C -0.61
2 C -0.42
3 C -0.60
4 H 0.20
5 H 0.21
6 H 0.21

Run two
DFT (ωB97M-V with the def2-TZVPD basis set) results for a cluster of 2 separate species, C5H14 in total.

Properties
E_LUMO (Eh): 0.0401
Gap between HOMO and LUMO (eV): 11.88
SMILES string: CCC.CC
E_HOMO (eV): -10.8

The geometry in ORCA input format:
```
! RIJCOSX wB97M-V def2-TZVPD def2/J DEFGRID3
* xyz 0 1
C 0.25 1.85 1.79
C 1.49 0.90 1.62
C 1.29 -0.68 1.32
H -0.60 1.41 2.29
H 0.00 2.27 0.77
H 0.40 2.82 2.32
H 2.08 1.30 0.83
H 2.04 0.93 2.54
H 0.73 -1.10 2.06
H 0.90 -0.66 0.35
H 2.21 -1.36 1.32
C -1.15 -1.05 -1.35
C -1.47 -0.86 -2.90
H -1.93 -1.54 -0.91
H -0.20 -1.68 -1.30
H -1.02 -0.08 -0.94
H -2.18 -1.69 -3.18
H -0.64 -0.83 -3.60
H -2.21 0.06 -3.04
*
```

natural (NBO) population analysis, charges in e, atoms 1 to 6:
1 C -0.62
2 C -0.39
3 C -0.60
4 H 0.21
5 H 0.20
6 H 0.21

Stability, lowest: run one

Run one
DFT (ωB97M-V with the def2-TZVPD basis set) results for a cluster of 2 separate species, C5H14 in total.

Properties
E_LUMO (Eh): 0.0420
Gap between HOMO and LUMO (eV): 12.13
SMILES string: CCC.CC
E_HOMO (eV): -11.0

The geometry in ORCA input format:
```
! RIJCOSX wB97M-V def2-TZVPD def2/J DEFGRID3
* xyz 0 1
C 0.25 0.27 1.82
C -0.13 1.45 0.92
C -1.37 2.20 1.35
H -0.47 0.05 2.61
H 0.31 -0.70 1.30
H 1.25 0.34 2.25
H -0.28 1.04 -0.09
H 0.72 2.10 0.73
H -1.41 3.21 0.94
H -1.39 2.33 2.43
H -2.32 1.74 1.04
C 0.25 -1.83 -1.25
C 1.00 -1.70 -2.57
H 0.85 -1.44 -0.42
H -0.68 -1.27 -1.26
H 0.01 -2.85 -0.97
H 0.55 -2.26 -3.39
H 2.04 -1.95 -2.43
H 0.83 -0.72 -3.01
*
```

natural (NBO) population analysis, charges in e, atoms 1 to 6:
1 C -0.62
2 C -0.42
3 C -0.61
4 H 0.21
5 H 0.21
6 H 0.21

Run two
DFT (ωB97M-V with the def2-TZVPD basis set) results for a cluster of 2 separate species, C5H14 in total.

Properties
E_LUMO (Eh): 0.0400
Gap between HOMO and LUMO (eV): 11.72
SMILES string: CCC.CC
E_HOMO (eV): -10.6

The geometry in ORCA input format:
```
! RIJCOSX wB97M-V def2-TZVPD def2/J DEFGRID3
* xyz 0 1
C 0.70 -1.81 -1.74
C 1.86 -1.01 -1.18
C 1.61 -0.71 0.30
H 0.30 -1.30 -2.68
H 1.06 -2.86 -2.06
H -0.20 -1.99 -1.08
H 2.89 -1.65 -0.96
H 1.96 -0.11 -1.83
H 2.52 -0.70 1.03
H 1.05 0.23 0.43
H 0.92 -1.39 0.85
C -1.18 1.69 0.58
C -2.39 1.53 1.58
H -0.29 1.31 1.03
H -1.43 1.27 -0.34
H -1.15 2.82 0.48
H -2.68 0.52 1.85
H -3.28 1.96 1.24
H -2.28 2.19 2.50
*
```

natural (NBO) population analysis, charges in e, atoms 1 to 6:
1 C -0.63
2 C -0.43
3 C -0.62
4 H 0.21
5 H 0.22
6 H 0.21

Run three
DFT (ωB97M-V with the def2-TZVPD basis set) results for a cluster of 2 separate species, C5H14 in total.

Properties
E_LUMO (Eh): 0.0404
Gap between HOMO and LUMO (eV): 12.35
SMILES string: CCC.CC
E_HOMO (eV): -11.3

The geometry in ORCA input format:
```
! RIJCOSX wB97M-V def2-TZVPD def2/J DEFGRID3
* xyz 0 1
C -0.02 1.08 2.22
C 0.53 -0.11 1.44
C 1.99 -0.07 1.04
H 0.13 2.00 1.67
H 0.51 1.27 3.16
H -1.08 0.94 2.42
H 0.33 -1.04 1.96
H -0.10 -0.15 0.55
H 2.19 0.78 0.39
H 2.64 0.13 1.90
H 2.29 -0.98 0.53
C -0.61 -0.88 -2.43
C -1.84 -0.02 -2.13
H 0.15 -0.36 -3.00
H -0.12 -1.38 -1.60
H -1.04 -1.72 -2.99
H -2.59 -0.37 -1.44
H -2.28 0.14 -3.12
H -1.56 0.99 -1.85
*
```

natural (NBO) population analysis, charges in e, atoms 1 to 6:
1 C -0.60
2 C -0.40
3 C -0.61
4 H 0.20
5 H 0.20
6 H 0.21

Stability, lowest: run two